Computed, not measured: a cluster of 9 separate species, C41H119Cl4N19O8P6 in total, with ωB97M-V/def2-TZVPD.

Each line ends with the Löwdin charge.
Geometry (Å):
O  1.12  -2.58  5.43  -0.29
P  -0.33  -2.86  5.48  0.53
N  -0.76  -3.67  6.91  -0.31
C  -2.01  -3.49  7.63  -0.14
C  0.16  -4.61  7.52  -0.11
N  -0.92  -3.85  4.29  -0.31
C  -2.22  -4.50  4.42  -0.09
C  -0.22  -4.01  3.02  -0.11
N  -1.30  -1.48  5.49  -0.30
C  -1.28  -0.58  6.65  -0.08
C  -1.45  -0.74  4.25  -0.12
H  -2.77  -2.98  7.04  0.07
H  -1.81  -3.04  8.60  0.08
H  -2.48  -4.47  7.80  0.08
H  1.20  -4.45  7.25  0.08
H  -0.13  -5.63  7.25  0.08
H  0.12  -4.55  8.61  0.08
H  -2.58  -4.71  3.41  0.08
H  -2.17  -5.42  4.99  0.08
H  -2.96  -3.79  4.80  0.06
H  -0.85  -3.54  2.25  0.05
H  0.62  -3.31  3.02  0.07
H  0.01  -5.05  2.80  0.08
H  -0.33  -0.03  6.63  0.09
H  -2.07  0.16  6.49  0.08
H  -1.45  -1.13  7.57  0.05
H  -2.32  -0.07  4.23  0.07
H  -1.48  -1.42  3.40  0.07
H  -0.61  -0.05  4.08  0.08
O  6.04  -0.28  -0.86  -0.26
P  5.79  0.18  0.50  0.53
N  7.16  0.59  1.42  -0.31
C  7.20  0.90  2.84  -0.12
C  8.45  0.44  0.79  -0.13
N  5.01  -0.88  1.56  -0.30
C  5.74  -2.04  2.07  -0.10
C  3.56  -1.11  1.45  -0.11
N  4.80  1.52  0.53  -0.29
C  4.26  2.08  1.76  -0.10
C  4.58  2.29  -0.70  -0.11
H  7.80  0.15  3.37  0.08
H  6.21  1.01  3.26  0.06
H  7.72  1.85  3.01  0.08
H  9.23  0.09  1.47  0.08
H  8.82  1.35  0.31  0.08
H  8.42  -0.32  0.00  0.07
H  5.72  -2.82  1.30  0.08
H  6.79  -1.78  2.22  0.07
H  5.28  -2.42  2.98  0.09
H  3.04  -0.81  2.37  0.08
H  3.22  -0.54  0.59  0.04
H  3.35  -2.15  1.19  0.08
H  3.18  2.24  1.59  0.06
H  4.30  1.39  2.60  0.06
H  4.73  3.04  1.97  0.08
H  4.31  3.32  -0.44  0.06
H  3.85  1.83  -1.35  0.05
H  5.56  2.41  -1.18  0.08
O  3.62  4.73  -6.75  -0.27
P  2.68  4.16  -5.77  0.55
N  2.93  2.52  -5.44  -0.30
C  3.99  2.16  -4.48  -0.07
C  2.79  1.61  -6.54  -0.12
N  1.06  4.23  -6.23  -0.30
C  0.65  5.07  -7.35  -0.11
C  0.04  3.43  -5.57  -0.11
N  2.74  4.97  -4.28  -0.29
C  2.20  4.45  -3.04  -0.15
C  3.64  6.12  -4.17  -0.10
H  3.77  2.65  -3.53  0.04
H  4.95  2.59  -4.81  0.09
H  4.16  1.09  -4.45  0.06
H  3.51  1.72  -7.36  0.09
H  1.81  1.76  -7.01  0.07
H  2.85  0.56  -6.22  0.06
H  1.01  6.10  -7.19  0.08
H  1.02  4.69  -8.30  0.08
H  -0.43  5.23  -7.34  0.08
H  0.30  2.37  -5.61  0.04
H  -0.06  3.71  -4.51  0.05
H  -0.93  3.54  -6.04  0.09
H  1.57  5.21  -2.56  0.07
H  1.62  3.53  -3.17  0.06
H  2.99  4.23  -2.32  0.05
H  4.69  5.81  -4.14  0.08
H  3.42  6.77  -3.32  0.08
H  3.51  6.67  -5.10  0.07
O  -3.81  0.97  2.26  -0.29
P  -5.21  0.51  2.11  0.56
N  -6.24  1.33  3.18  -0.30
C  -7.68  1.07  3.17  -0.11
C  -5.83  2.66  3.55  -0.13
N  -5.56  -1.12  2.31  -0.29
C  -5.60  -1.65  3.66  -0.12
C  -4.89  -2.05  1.39  -0.10
N  -5.72  0.80  0.52  -0.30
C  -5.05  1.84  -0.26  -0.11
C  -7.07  0.52  0.04  -0.13
H  -7.81  -0.01  3.26  0.07
H  -8.14  1.44  2.25  0.06
H  -8.19  1.57  3.99  0.09
H  -6.11  3.46  2.86  0.08
H  -4.76  2.71  3.78  0.07
H  -6.28  2.94  4.51  0.08
H  -6.19  -2.57  3.67  0.09
H  -4.60  -1.84  4.06  0.07
H  -6.09  -0.98  4.36  0.07
H  -5.37  -3.03  1.43  0.09
H  -5.00  -1.70  0.37  0.08
H  -3.83  -2.20  1.63  0.07
H  -3.98  1.85  -0.08  0.04
H  -5.25  1.64  -1.31  0.09
H  -5.46  2.81  0.05  0.08
H  -7.03  0.03  -0.93  0.09
H  -7.60  1.47  -0.05  0.08
H  -7.61  -0.15  0.70  0.07
O  -3.40  -4.42  -1.70  -0.30
P  -2.19  -4.92  -2.38  0.52
N  -1.77  -3.87  -3.62  -0.29
C  -1.33  -4.32  -4.94  -0.10
C  -1.53  -2.48  -3.28  -0.11
N  -2.46  -6.43  -3.07  -0.30
C  -3.85  -6.76  -3.37  -0.11
C  -1.49  -7.24  -3.76  -0.13
N  -0.84  -5.13  -1.40  -0.29
C  -0.95  -5.77  -0.11  -0.12
C  0.52  -5.01  -1.91  -0.11
H  -2.16  -4.82  -5.45  0.08
H  -0.39  -4.87  -4.90  0.07
H  -1.14  -3.43  -5.54  0.08
H  -0.48  -2.30  -3.03  0.06
H  -2.20  -2.18  -2.48  0.07
H  -1.80  -1.85  -4.13  0.08
H  -4.47  -6.54  -2.51  0.07
H  -4.27  -6.18  -4.20  0.08
H  -3.90  -7.84  -3.54  0.08
H  -1.62  -8.31  -3.62  0.08
H  -1.48  -7.00  -4.83  0.07
H  -0.46  -7.05  -3.47  0.07
H  -0.15  -5.48  0.58  0.06
H  -1.91  -5.63  0.38  0.08
H  -0.88  -6.87  -0.18  0.08
H  0.51  -5.24  -2.98  0.05
H  1.19  -5.78  -1.51  0.09
H  0.98  -4.05  -1.72  0.05
O  1.82  0.32  -1.08  -0.27
P  0.39  0.66  -0.90  0.55
N  -0.55  -0.65  -0.44  -0.27
C  -1.95  -0.55  -0.09  -0.11
C  0.11  -1.90  -0.04  -0.08
N  -0.23  1.31  -2.31  -0.27
C  -1.45  2.11  -2.35  -0.11
C  0.20  0.78  -3.58  -0.12
N  0.06  1.85  0.24  -0.27
C  0.67  3.15  -0.05  -0.14
C  0.17  1.44  1.65  -0.09
H  -2.48  0.11  -0.78  0.07
H  -2.11  -0.22  0.94  0.05
H  -2.43  -1.53  -0.23  0.07
H  0.69  -2.28  -0.87  0.05
H  -0.67  -2.59  0.27  0.06
H  0.76  -1.74  0.83  0.07
H  -2.21  1.60  -2.96  0.09
H  -1.83  2.37  -1.37  0.05
H  -1.23  3.05  -2.87  0.07
H  0.52  -0.26  -3.59  0.07
H  -0.59  0.87  -4.34  0.08
H  1.05  1.36  -3.97  0.06
H  0.31  3.58  -0.99  0.06
H  0.51  3.80  0.81  0.03
H  1.75  3.08  -0.22  0.06
H  -0.59  0.77  2.05  0.05
H  0.08  2.37  2.20  0.04
H  1.19  1.05  1.77  0.07
C  3.88  -1.43  -2.68  0.03
N  3.19  -1.95  -3.89  -0.42
O  3.52  -1.44  -4.95  0.05
O  2.40  -2.87  -3.78  0.04
H  3.32  -1.54  -1.76  0.07
H  4.19  -0.42  -2.90  0.07
H  4.75  -2.08  -2.60  0.11
Cl  -2.70  6.81  0.20  0.54
C  -2.54  5.01  0.12  -0.65
C  -2.85  4.38  1.45  -0.61
Cl  -1.43  4.60  2.55  0.59
H  -1.54  4.74  -0.21  0.04
H  -3.28  4.67  -0.61  0.07
H  -2.95  3.31  1.29  0.04
H  -3.72  4.82  1.92  0.06
Cl  2.73  6.13  0.23  0.59
C  3.18  6.26  1.95  -0.67
C  1.99  6.63  2.79  -0.66
Cl  2.55  6.80  4.48  0.55
H  3.93  7.03  2.08  0.07
H  3.64  5.31  2.21  0.05
H  1.23  5.85  2.77  0.03
H  1.49  7.56  2.51  0.07

Its net charge is 0. Its total energy is -7164.9769 Ha.

---

Computed, not measured: a structure of composition C9H14BeN2P, with ωB97M-V/def2-TZVPD.

Each line ends with the Löwdin charge.
Geometry (Å):
C  -0.07  -0.32  -2.97  -0.23
C  -0.87  -1.31  -3.66  -0.22
C  -0.40  -2.61  -3.26  -0.23
C  0.71  -2.44  -2.37  -0.22
C  0.89  -1.03  -2.16  -0.25
Be  0.54  1.65  0.07  -0.26
P  -0.03  3.34  -0.89  0.63
H  -0.18  0.78  -3.04  0.03
H  -1.70  -1.08  -4.31  0.03
H  -0.86  -3.58  -3.54  0.05
H  1.69  -0.56  -1.55  0.04
H  1.30  -3.21  -1.88  0.04
H  -1.20  3.86  -0.26  -0.15
H  -0.30  3.47  -2.29  -0.15
H  0.97  4.32  -0.63  -0.13
C  0.38  0.10  4.35  -0.03
N  0.08  -0.01  2.92  -0.15
C  -0.81  -0.94  2.34  -0.05
C  -0.80  -0.68  1.01  -0.05
N  0.11  0.38  0.75  -0.05
C  0.57  0.76  1.97  -0.22
H  -0.47  0.57  4.89  0.09
H  0.54  -0.90  4.77  0.09
H  1.27  0.72  4.46  0.09
H  -1.36  -1.65  2.93  0.11
H  -1.32  -1.17  0.20  0.11
H  1.31  1.54  2.14  0.06

Its net charge is -1. The energy above the lowest of the compared OMol25 structures with the same formula, charge and spin comes out at 152.68 kJ/mol. Its total energy is -816.7701 Ha.

---

Computed, not measured: a cluster of 9 separate species, C16H50N2O9 in total, with ωB97M-V/def2-TZVPD.

Each line ends with the Löwdin charge.
Geometry (Å):
C  -1.12  3.03  -2.50  -0.12
C  -1.96  4.21  -2.46  -0.34
O  -3.30  3.83  -2.33  -0.06
H  -0.09  3.29  -2.66  0.09
H  -1.38  2.30  -3.21  0.06
H  -1.05  2.48  -1.55  0.05
H  -1.89  4.79  -3.37  0.12
H  -1.68  4.86  -1.55  0.13
H  -3.66  4.53  -2.82  0.06
C  0.61  -3.77  2.01  -0.06
C  0.53  -2.24  2.05  -0.34
O  0.06  -1.65  3.21  -0.07
H  1.14  -4.02  1.05  0.09
H  -0.35  -4.04  2.03  0.00
H  1.15  -4.19  2.88  0.09
H  -0.02  -1.86  1.09  0.13
H  1.50  -1.87  1.83  0.06
H  -0.89  -1.60  3.05  0.10
C  -1.57  3.84  1.26  -0.05
C  -2.59  2.65  1.33  -0.29
O  -3.93  2.85  1.74  -0.07
H  -1.01  4.02  2.15  0.06
H  -2.04  4.79  0.98  0.07
H  -0.87  3.59  0.49  0.04
H  -2.16  1.98  2.13  0.11
H  -2.55  2.19  0.38  0.06
H  -4.28  1.95  1.67  0.08
C  0.93  1.05  3.25  -0.11
C  1.17  1.16  4.71  -0.32
O  0.38  2.24  5.20  -0.07
H  -0.15  0.90  3.06  0.07
H  1.45  0.16  2.84  0.06
H  1.25  1.92  2.66  0.08
H  2.25  1.29  4.96  0.12
H  0.81  0.26  5.21  0.11
H  0.25  2.12  6.12  0.06
C  2.53  0.60  0.24  -0.04
C  1.03  0.60  -0.22  -0.26
O  0.82  -0.29  -1.28  -0.10
H  3.24  0.96  -0.50  0.07
H  2.96  -0.32  0.49  0.01
H  2.87  1.21  1.08  0.07
H  0.57  1.53  -0.50  0.09
H  0.42  0.38  0.62  0.07
H  -0.11  -0.31  -1.54  0.03
C  4.33  -2.92  1.77  -0.07
C  3.84  -2.95  0.30  -0.35
O  3.67  -4.29  -0.06  -0.08
H  4.19  -1.91  2.16  0.06
H  5.42  -3.15  1.71  0.08
H  3.80  -3.67  2.36  0.07
H  4.48  -2.43  -0.40  0.11
H  2.93  -2.36  0.05  0.09
H  4.47  -4.59  -0.52  0.10
C  1.02  0.64  -4.35  -0.07
C  2.42  0.02  -4.07  -0.32
O  2.08  -1.21  -3.56  -0.09
H  1.06  1.40  -5.12  0.06
H  0.60  1.05  -3.45  0.03
H  0.31  -0.12  -4.74  0.09
H  3.03  0.55  -3.38  0.09
H  3.06  -0.07  -5.00  0.12
H  1.77  -1.06  -2.68  0.02
C  -3.10  -0.13  -1.86  -0.56
O  -1.78  -0.03  -2.22  -0.10
N  -3.91  0.86  -1.72  0.20
N  -3.70  -1.30  -1.60  0.16
H  -3.55  1.81  -1.90  0.09
H  -4.80  0.82  -1.32  0.11
H  -3.10  -2.16  -1.52  0.07
H  -4.63  -1.49  -1.95  0.11
C  -2.00  -3.57  -0.18  -0.19
O  -3.01  -3.87  -1.06  -0.12
H  -1.31  -4.37  -0.29  0.08
H  -2.42  -3.47  0.84  0.10
H  -1.51  -2.60  -0.43  0.08
H  -2.94  -4.82  -1.08  0.09

Its net charge is 0. The energy above the lowest of the compared OMol25 structures with the same formula, charge and spin comes out at 321.04 kJ/mol. Its total energy is -1426.1034 Ha.

---

Computed, not measured: a structure of composition C46H70N3O4PS3Ti, with ωB97M-V/def2-TZVPD.

Each line ends with the Löwdin charge.
Geometry (Å):
Ti  -0.11  -0.41  -0.25  1.09
C  5.07  2.34  2.56  -0.02
C  3.59  1.98  2.80  -0.38
C  3.45  1.00  3.96  -0.05
C  3.01  1.48  1.50  -0.16
C  2.51  2.38  0.56  0.03
C  2.13  2.02  -0.73  -0.11
C  1.85  3.26  -1.61  -0.31
C  1.82  3.18  -3.14  -0.03
C  0.59  4.05  -1.15  -0.05
C  2.17  0.63  -1.10  -0.14
C  2.76  -0.29  -0.15  -0.16
C  3.12  0.15  1.12  0.01
C  3.34  -1.64  -0.57  -0.34
C  3.30  -2.73  0.53  -0.05
C  4.81  -1.44  -0.96  0.00
C  2.28  0.24  -2.56  -0.21
C  3.49  0.61  -3.15  -0.05
C  3.81  0.26  -4.45  0.00
C  2.92  -0.51  -5.19  0.00
C  1.72  -0.88  -4.63  -0.07
C  1.37  -0.52  -3.32  -0.30
P  -0.27  -1.04  -2.70  1.20
C  -1.61  -0.11  -3.71  -0.63
C  -1.69  1.32  -3.16  -0.08
C  -1.26  -0.03  -5.19  -0.05
C  -2.97  -0.77  -3.48  -0.07
C  -0.45  -2.93  -2.96  -0.60
C  0.87  -3.63  -2.55  -0.05
C  -0.78  -3.32  -4.41  -0.05
C  -1.59  -3.43  -2.06  -0.08
H  5.51  2.72  3.48  0.10
H  5.17  3.11  1.80  0.09
H  5.63  1.46  2.25  0.09
H  3.08  2.92  3.06  0.12
H  4.11  0.14  3.84  0.09
H  2.42  0.64  4.07  0.06
H  3.73  1.49  4.89  0.10
H  2.52  3.43  0.82  0.15
H  2.69  3.91  -1.38  0.15
H  1.16  2.41  -3.53  0.06
H  2.81  3.01  -3.55  0.09
H  1.49  4.14  -3.52  0.11
H  -0.32  3.74  -1.68  0.09
H  0.72  5.10  -1.41  0.12
H  0.45  4.02  -0.06  0.08
H  3.62  -0.55  1.78  0.13
H  2.82  -1.98  -1.46  0.10
H  4.26  -2.77  1.05  0.10
H  3.15  -3.71  0.09  0.10
H  2.54  -2.55  1.30  0.04
H  5.37  -0.99  -0.14  0.10
H  4.93  -0.83  -1.85  0.07
H  5.26  -2.42  -1.17  0.11
H  4.19  1.20  -2.57  0.14
H  4.75  0.57  -4.87  0.14
H  3.17  -0.81  -6.20  0.13
H  1.04  -1.48  -5.22  0.09
H  -0.71  1.81  -3.17  0.06
H  -2.11  1.34  -2.15  0.05
H  -2.35  1.90  -3.80  0.12
H  -0.33  0.50  -5.37  0.09
H  -2.06  0.52  -5.69  0.12
H  -1.21  -1.01  -5.67  0.08
H  -3.14  -1.02  -2.43  0.05
H  -3.11  -1.66  -4.08  0.08
H  -3.75  -0.07  -3.78  0.11
H  1.74  -2.99  -2.64  0.06
H  1.05  -4.48  -3.21  0.12
H  0.81  -4.05  -1.54  0.09
H  0.05  -3.13  -5.09  0.08
H  -1.67  -2.85  -4.79  0.07
H  -0.95  -4.40  -4.42  0.12
H  -1.51  -3.06  -1.04  0.04
H  -1.55  -4.52  -2.02  0.12
H  -2.57  -3.17  -2.45  0.08
O  0.18  0.11  1.85  -0.14
H  0.82  -0.24  2.49  0.07
H  -0.12  1.05  2.23  0.06
O  0.47  -2.09  0.16  -0.27
H  0.17  -2.65  1.07  -0.06
H  1.02  -2.73  -0.33  0.06
O  -0.62  1.50  -0.28  -0.09
H  -0.20  2.24  -0.75  0.05
H  -1.22  1.92  0.37  0.10
S  -0.58  -3.76  2.23  0.75
C  0.26  -4.01  3.68  -1.04
N  0.03  -5.02  4.48  -0.02
C  0.72  -5.06  5.77  -0.15
C  1.85  -4.03  5.71  -0.35
S  1.49  -2.95  4.28  0.96
H  -0.65  -5.74  4.26  0.17
H  1.11  -6.06  5.95  0.14
H  0.00  -4.83  6.57  0.14
H  2.82  -4.48  5.55  0.09
H  1.89  -3.41  6.60  0.09
N  -4.80  4.63  3.15  0.22
C  -3.70  4.38  3.32  -0.15
C  -2.33  3.99  3.48  -0.17
C  -1.45  4.63  4.35  0.05
C  -0.15  4.16  4.43  0.01
C  0.23  3.08  3.65  -0.07
N  -0.61  2.46  2.81  0.03
C  -1.86  2.91  2.74  -0.06
H  -1.78  5.47  4.94  0.15
H  0.57  4.63  5.09  0.13
H  1.24  2.69  3.69  0.09
H  -2.55  2.38  2.08  0.11
C  -7.63  2.62  0.79  -0.01
C  -6.41  1.77  0.91  -0.22
C  -5.57  1.54  -0.19  0.01
C  -4.46  0.72  -0.09  -0.07
C  -4.17  0.14  1.14  -0.44
C  -4.95  0.38  2.27  -0.07
C  -6.07  1.19  2.14  0.00
S  -2.85  -1.03  1.36  1.11
C  -3.73  -2.51  0.84  -0.18
O  -1.87  -0.76  0.13  -0.60
H  -7.82  2.90  -0.24  0.09
H  -7.51  3.53  1.39  0.10
H  -8.50  2.10  1.18  0.11
H  -5.81  2.00  -1.14  0.13
H  -3.84  0.52  -0.95  0.08
H  -4.70  -0.07  3.22  0.13
H  -6.69  1.38  3.01  0.14
H  -4.16  -2.36  -0.15  0.09
H  -4.53  -2.66  1.57  0.10
H  -3.06  -3.37  0.86  0.03

Its net charge is +4. The energy above the lowest of the compared OMol25 structures with the same formula, charge and spin comes out at 0.00 kJ/mol. Its total energy is -4644.1702 Ha.

---

Computed, not measured: a cluster of 2 separate species, C2H5FO in total, with ωB97M-V/def2-TZVPD.

Each line ends with the Löwdin charge.
Geometry (Å):
C  -0.50  -0.07  -0.94  -0.06
C  0.30  0.00  0.26  -0.49
O  0.56  -0.92  1.16  0.03
F  1.59  0.50  -0.07  -0.02
H  0.07  -0.38  -1.73  0.06
H  -1.31  -0.68  -0.66  0.07
H  -1.09  0.86  -1.29  0.13
H  -0.83  1.31  1.37  0.11
H  1.20  -0.63  1.91  0.19

Its net charge is 0. The energy above the lowest of the compared OMol25 structures with the same formula, charge and spin comes out at 366.29 kJ/mol. Its total energy is -254.1515 Ha.

---

So what do the calculations give for max |F|? Going down the list: 2.85; 2.62; 6.21; 1.39; 5.46 eV/A.